# 1
ORCA calculation (wB97M-V/def2-TZVPD) on a 7-piece molecular cluster, C13H26BBr12F3 overall.

Each line ends with the Mulliken charge.
Atoms and positions in Å:
B -3.9343 3.6294 -2.2642  0.125
C -3.4560 3.1976 -0.8047  0.640
F -2.2267 2.6373 -0.7590  -0.206
F -3.4365 4.2672 0.0475  -0.244
F -4.3167 2.2668 -0.2838  -0.273
H -4.9587 4.2179 -2.3421  -0.029
H -3.3070 3.3471 -3.2207  -0.019
Br -0.3821 3.2218 4.5600  -0.086
C -2.2164 3.8486 4.4299  -0.533
C -2.3919 4.8245 3.2966  -0.524
Br -1.6181 6.5609 3.7012  -0.125
H -2.4651 4.2856 5.3914  0.373
H -2.8224 2.9622 4.2588  0.367
H -3.4483 5.0015 3.1104  0.340
H -1.9156 4.4783 2.3852  0.238
Br 3.6064 4.3636 2.8326  -0.141
C 3.1689 2.4745 2.9353  -0.409
C 2.8707 1.8855 1.5830  0.134
Br 1.1441 2.4578 0.9024  -0.056
H 2.3195 2.3890 3.6055  0.079
H 4.0341 1.9851 3.3765  0.381
H 2.8186 0.8006 1.6609  -0.425
H 3.6089 2.1675 0.8391  0.430
Br -1.0085 -1.9329 -0.5979  -0.137
C 0.7020 -1.1632 -0.0843  -0.223
C 1.1865 -1.7001 1.2369  -0.274
Br 0.1962 -0.9525 2.7266  -0.087
H 0.5618 -0.0870 -0.0633  0.010
H 1.3974 -1.4293 -0.8746  0.386
H 2.2257 -1.4258 1.4042  -0.073
H 1.0886 -2.7763 1.3134  0.364
Br -1.0618 0.1281 -3.7665  -0.129
C -2.7537 -0.6896 -3.2752  -0.528
C -3.7263 -0.7021 -4.4212  -0.632
Br -4.4690 1.0536 -4.8475  -0.190
H -3.1220 -0.1312 -2.4200  0.460
H -2.5199 -1.7075 -2.9762  0.220
H -4.5827 -1.3246 -4.1738  0.422
H -3.2596 -1.0554 -5.3344  0.338
Br 1.2881 -4.3550 -2.6312  -0.093
C 1.4050 -4.2329 -4.5614  -0.631
C 0.5187 -3.1480 -5.1250  -0.437
Br -1.3600 -3.6441 -5.0599  -0.148
H 1.1433 -5.2133 -4.9461  0.364
H 2.4466 -4.0164 -4.7862  0.362
H 0.7492 -2.9779 -6.1738  0.367
H 0.5989 -2.2160 -4.5747  0.221
Br 4.7483 -1.9172 2.5593  -0.136
C 3.8684 -3.3378 3.5585  -0.583
C 4.0723 -4.6891 2.9224  -0.551
Br 2.9957 -4.9180 1.3204  -0.110
H 2.8187 -3.0665 3.6261  0.305
H 4.3142 -3.3174 4.5497  0.396
H 3.7581 -5.4746 3.6052  0.358
H 5.1043 -4.8503 2.6288  0.355

Calculated values
**Molecular weight**: 1209.01 g/mol
**Structure (SMILES)**: BC(F)(F)F.BrCCBr.BrCCBr.BrCCBr.BrCCBr.BrCCBr.BrCCBr
**Calculated total energy**: -863241.7069 eV
**Kohn-Sham gap**: 0.33751 Ha
**LUMO**: -0.6 eV
**ΔE to the lowest compared entry with this formula, charge and spin**: 0.000 eV

# 2
ORCA calculation (wB97M-V/def2-TZVPD) on C13H26BeCaN9O9 as an isolated structure.

Each line ends with the Mulliken charge.
Atoms and positions in Å:
Be -13.1715 -8.8293 7.2409  1.076
Ca -10.8181 -6.8263 4.0620  1.725
O -13.1413 -4.1219 6.7799  0.020
C -12.6703 -5.3014 6.3718  0.586
O -13.1234 -6.3866 6.6894  -0.462
O -11.6566 -5.3469 5.6630  -0.867
H -12.4325 -3.5355 6.5053  -0.041
C -12.6953 -1.0676 8.2385  0.717
O -11.6284 -1.0931 8.8317  -0.745
N -13.7611 -0.8766 8.9647  -0.346
N -12.8437 -1.0994 6.9169  -0.270
H -14.6918 -0.7198 8.6049  0.192
H -13.4355 -1.0303 9.9083  0.212
H -13.7145 -0.7238 6.5693  0.211
H -12.0289 -1.0088 6.3271  0.044
C -15.9869 -7.5470 9.0981  0.612
O -15.3918 -8.2381 8.3176  -0.489
N -17.1498 -7.9326 9.5214  -0.414
N -15.6011 -6.4657 9.5946  -0.098
H -17.6813 -7.3654 10.1664  0.159
H -17.5849 -8.7010 9.0311  0.262
H -16.0198 -5.9533 10.3577  0.160
H -14.6506 -6.3798 9.2643  -0.032
C -15.6596 -8.1114 4.6814  0.526
O -14.9826 -8.6299 5.5781  -0.393
N -15.5887 -6.8579 4.3940  -0.237
N -16.5659 -8.8068 3.9547  -0.399
H -16.0448 -6.4552 3.5878  0.216
H -15.0052 -6.3379 5.0337  0.039
H -17.1352 -8.2136 3.3681  0.171
H -16.4731 -9.7930 3.7574  0.265
C -9.5537 -1.1941 5.5961  0.741
O -10.5660 -1.6532 5.1317  -0.767
N -9.3287 -0.8735 6.8401  -0.308
N -8.5693 -0.8617 4.9045  -0.392
H -8.5438 -0.2818 7.0723  0.200
H -9.9116 -1.0187 7.6520  0.169
H -7.7005 -0.4734 5.2428  0.174
H -8.5681 -1.1981 3.9522  0.240
C -15.9846 -3.5465 8.6870  0.474
C -16.7985 -3.2476 9.7781  -0.302
C -18.1606 -2.8584 9.5310  0.140
C -18.7195 -2.9719 8.2258  -0.709
C -17.9025 -3.4136 7.2104  -0.477
C -16.5244 -3.7373 7.4046  0.612
O -15.8278 -4.3370 6.3722  -0.390
O -18.7698 -2.1823 10.6227  -0.447
H -14.9745 -3.8757 8.8813  -0.268
H -16.3678 -3.2302 10.7683  0.400
H -19.7648 -2.7488 8.0706  0.503
H -18.2425 -3.5828 6.1994  0.499
H -14.9744 -4.4937 6.7829  0.135
H -18.7670 -2.8127 11.3466  0.355
C -12.5666 -4.3694 10.5769  -0.213
C -13.5060 -3.4152 11.2269  0.386
N -14.2206 -2.6761 11.6895  -0.527
H -12.1912 -5.1078 11.2853  0.408
H -11.7967 -3.6219 10.3852  0.267
H -13.0882 -4.7324 9.6913  -0.305

Calculated values
**Total charge**: +3
**Molecular weight**: 501.49 g/mol
**Calculated total energy**: -64552.7995 eV
**Kohn-Sham gap**: 0.07532 Ha
**LUMO**: -13.0 eV

# 3
ORCA calculation (wB97M-V/def2-TZVPD) on C13H26CaOP2 as an isolated structure.

Each line ends with the Mulliken charge.
Atoms and positions in Å:
Ca 1.3929 -0.5753 -0.8114  0.212
H 3.4668 -0.8620 -1.8142  0.050
H 3.2232 -1.5870 -1.8104  0.100
P 1.4444 2.1687 -0.5625  0.705
P -0.2637 -2.7505 -0.4872  0.760
C -0.2538 -3.7683 1.0211  -1.290
H -0.8360 -4.6930 0.8971  0.390
H 0.7810 -4.0267 1.2867  0.335
H -0.6788 -3.1844 1.8491  0.323
C -2.0340 -2.7570 -0.9621  -1.270
H -2.1305 -2.2769 -1.9474  0.297
H -2.4276 -3.7835 -1.0027  0.438
H -2.6058 -2.1635 -0.2348  0.333
C 0.4407 -3.9010 -1.7305  -1.216
H 1.4803 -4.1397 -1.4754  0.335
H -0.1369 -4.8299 -1.7940  0.362
H 0.4425 -3.4182 -2.7162  0.328
C 0.0277 3.2839 -0.8930  -1.172
H 0.3688 4.3264 -0.9942  0.425
H -0.4616 2.9506 -1.8220  0.295
H -0.6959 3.1983 -0.0694  0.284
C 2.2685 2.9658 0.8498  -1.253
H 3.2490 2.4954 1.0146  0.332
H 2.4084 4.0434 0.6797  0.392
H 1.6635 2.8179 1.7548  0.292
C 2.5571 2.5892 -1.9570  -1.233
H 2.1381 2.1923 -2.8904  0.319
H 2.6789 3.6735 -2.0542  0.369
H 3.5404 2.1277 -1.8065  0.333
C 1.9598 -0.7850 1.5936  0.187
O 2.4064 -0.9227 2.6470  -0.228
H -0.2378 0.0090 -1.9812  -0.162
C -3.1867 1.5001 2.2920  -0.534
C -3.3879 1.1130 0.9657  -0.369
C -2.3099 0.5821 0.1998  -0.805
C -1.0818 0.4672 0.8059  1.117
C -0.8343 0.8127 2.1040  -0.795
C -1.9206 1.3570 2.8546  -0.511
H -4.0226 1.9104 2.8835  0.326
H -4.3776 1.2079 0.5060  0.349
H -2.4624 0.2879 -0.8410  0.441
H 0.1493 0.6868 2.5607  0.085
H -1.7415 1.6575 3.8922  0.323

Calculated values
**Molecular weight**: 300.38 g/mol
**Calculated total energy**: -52961.9445 eV
**Kohn-Sham gap (spin up / spin down)**: 0.19913 / 0.19918 Ha
**LUMO (spin up / spin down)**: -0.2 / -0.2 eV

Q: What is the molecular weight in the second record?
A: 501.49 g/mol